Entry 1:
Here is an isolated molecule of C5H9P at a distorted geometry from OMol25. Energies are from the ωB97M-V functional and the def2-TZVPD basis.

Geometry as XYZ:
```
15
Properties=species:S:1:pos:R:3:forces:R:3:lowdin_charge:R:1
C 0.185650 2.121550 0.011452 -0.6760 -0.8206 0.1624 -0.31
C -0.336797 1.439157 -1.178771 0.8376 -2.1088 -0.5863 -0.25
C -0.489516 0.080367 -0.891782 -0.9463 1.7649 2.8432 -0.34
C -0.742808 -1.306994 -1.409527 1.3148 0.1503 -1.7960 -0.14
C 1.211033 -0.313398 1.527539 -1.4419 -2.3829 -3.5093 -0.26
P -0.174253 0.674988 0.932188 2.1089 -1.5653 -4.2752 0.89
H -0.127301 3.087881 0.243454 -0.2430 1.5537 0.5007 -0.01
H -0.287384 1.891716 -2.175626 -0.2929 -0.0518 0.1752 0.10
H -0.262119 -2.049306 -0.729262 -0.0002 0.4915 -0.6786 0.06
H -0.242650 -1.303773 -2.450418 -0.5416 -0.5999 1.4857 0.09
H -1.750752 -1.719499 -1.592884 0.0125 0.8344 0.3509 0.06
H 1.529574 0.044376 2.409564 1.0542 0.6120 3.5813 -0.02
H 2.043548 -0.248555 0.836134 0.0233 0.0129 -0.2757 0.05
H 0.788351 -1.406978 1.488716 0.9744 1.9479 0.6042 0.09
H -1.002528 0.102367 1.799997 -2.1837 0.1616 1.4174 -0.02
```
Positions in Å, forces in eV/Å.

The value obtained for the largest force on an atom is 0.09757 Eh/bohr. Its net charge is 0. The total energy comes out at -14615.02804 eV. The HOMO energy comes out at -6.68 eV. The calculation puts the molar mass at 100.101 g/mol. As for the multiplicity: 1.


Entry 2:
Here is a cluster of 11 separate species, C39H94ClN10O11 in total at a distorted geometry from OMol25. Energies are from the ωB97M-V functional and the def2-TZVPD basis.

Geometry as XYZ:
```
155
Properties=species:S:1:pos:R:3:forces:R:3:lowdin_spin:R:1
Cl 32.052127 10.743985 13.403589 -0.0487 -0.9865 3.4947 0.00
O 31.953549 11.741306 14.470348 0.7036 -0.1996 -0.6939 0.00
O 33.408883 10.393300 13.080022 -0.0151 -0.1940 0.7106 0.00
O 31.281708 9.586909 13.910372 0.6669 0.0244 -0.6556 0.00
O 31.449426 11.231666 12.250147 -1.7597 1.2356 -2.8732 0.00
C 30.511672 2.151755 12.726042 0.7450 0.7540 -0.5069 0.00
C 30.954882 3.678664 12.618953 0.7079 -2.0101 1.2363 0.00
N 32.138879 3.975397 13.480588 -0.8545 -0.2500 -0.2541 0.00
C 32.282320 5.437011 13.676830 1.2540 -0.7173 0.1114 0.00
C 32.558756 6.264092 12.440835 -0.8133 -0.0155 -0.8607 0.00
C 33.351033 3.316075 12.931268 -0.5684 -0.5320 0.3844 0.00
C 34.621776 3.481230 13.736366 -0.0741 0.7132 -0.0402 0.00
H 31.321197 1.495621 12.406276 0.0519 0.0067 0.1749 0.00
H 29.684199 1.881351 12.070105 -0.1465 0.4434 -0.1262 0.00
H 30.213680 1.869568 13.735836 0.1955 0.2635 0.0922 0.00
H 31.279851 3.941591 11.612300 -0.8545 0.0495 -0.4764 0.00
H 30.087431 4.204362 13.018051 0.1765 0.6617 -0.3711 0.00
H 31.456368 5.883860 14.230208 -0.3494 -0.4175 0.0704 0.00
H 33.142041 5.522109 14.341456 -0.1246 0.1728 0.0809 0.00
H 33.256283 5.790288 11.750126 0.6434 0.2941 0.3929 0.00
H 31.680269 6.321219 11.798116 -0.4825 0.0682 0.0710 0.00
H 32.777478 7.302837 12.688364 0.4627 -0.0908 -0.0191 0.00
H 33.548204 3.585051 11.893545 0.1089 0.6547 -0.3083 0.00
H 33.206976 2.242452 12.810112 -0.6200 -0.0623 0.4445 0.00
H 34.831820 4.550690 13.751697 0.7305 -0.0642 -0.1034 0.00
H 35.393627 2.899522 13.232432 0.2315 0.3592 0.0068 0.00
H 34.618437 3.172962 14.781853 -0.5450 -0.2456 -0.0632 0.00
C 25.847713 9.644194 14.718799 0.1175 -0.9292 1.2689 0.00
C 27.152369 8.983992 14.235696 -1.4101 0.6024 -1.3629 0.07
N 27.181282 7.522759 14.286112 1.8180 -0.3817 2.7612 0.64
C 26.687540 6.906933 15.544608 -0.1869 0.2486 0.5553 0.06
C 27.431634 7.357152 16.830458 0.7997 0.2938 -0.1743 0.06
C 28.400277 6.919570 13.676610 -0.5517 -0.1312 -0.5014 0.05
C 28.445326 7.236674 12.202658 0.0010 -0.1601 -0.9367 0.02
H 25.712630 9.444665 15.781834 0.1855 0.1020 0.2321 0.00
H 24.954882 9.182816 14.296802 0.1420 0.2555 -0.5867 0.00
H 25.825095 10.731945 14.652728 0.2411 -0.1821 -0.5259 0.00
H 27.282481 9.242027 13.184702 0.0898 0.0097 -0.0711 0.01
H 28.053666 9.376684 14.706395 0.2013 -0.1568 0.4384 0.03
H 26.838359 5.832740 15.651723 -0.2303 -0.0565 -1.2612 0.00
H 25.649209 7.159963 15.758950 -0.1042 -0.0168 -0.7568 0.01
H 28.458677 6.994560 16.788026 0.0793 0.0875 0.1935 0.00
H 26.914002 6.839285 17.637908 0.0757 0.0616 0.0258 0.00
H 27.466553 8.423184 17.055051 -0.1709 -0.0157 -0.1963 0.00
H 29.322419 7.331479 14.086592 -0.1429 0.5517 0.6401 0.03
H 28.475737 5.849760 13.871282 -0.6144 0.0327 0.0935 0.00
H 27.534707 6.973571 11.664459 -0.2116 -0.0017 0.2146 0.00
H 28.658443 8.290212 12.021747 0.1876 -0.1319 -0.0431 0.00
H 29.219648 6.629378 11.733917 0.2175 0.1730 0.1213 0.00
C 37.480058 10.315904 14.271496 0.2000 0.4135 -0.9403 0.00
C 37.947193 11.269649 13.098604 0.7109 -0.6435 0.6249 0.00
N 37.954128 10.765913 11.689238 -0.3128 -0.8846 0.9096 0.00
C 38.835320 9.620938 11.488656 1.3121 -0.1085 -0.0334 0.00
C 40.280967 9.889448 11.928762 0.0901 -0.1353 1.0979 0.00
C 36.574788 10.465033 11.247389 0.2047 1.3673 0.3573 0.00
C 36.067295 11.765200 10.648288 -0.4532 -0.2350 -0.5617 0.00
H 38.180034 9.488693 14.389240 -0.0326 -0.1926 -0.2484 0.00
H 36.475778 9.922527 14.114077 -0.0204 -0.0451 0.0362 0.00
H 37.501115 10.830299 15.232253 -0.1337 0.3259 -0.1272 0.00
H 37.470956 12.247575 13.169029 -0.5926 -0.2118 -0.3212 0.00
H 38.969800 11.529269 13.372428 0.2134 -0.0642 -0.2833 0.00
H 38.462956 8.684063 11.903048 -0.1297 -0.1576 0.7182 0.00
H 38.982050 9.320569 10.451183 -0.7663 0.7015 -0.5489 0.00
H 40.416930 9.838460 13.009045 -0.2679 0.0704 0.2597 0.00
H 40.987393 9.134461 11.583701 -0.1642 0.0072 -0.4830 0.00
H 40.637824 10.884340 11.662435 -0.1453 -0.0456 -0.4058 0.00
H 35.912422 10.195046 12.069873 0.0776 -0.2494 0.2636 0.00
H 36.527008 9.644247 10.531755 0.2977 0.0639 -0.1328 0.00
H 36.623271 11.947236 9.728582 -0.1804 0.1258 -0.1392 0.00
H 36.207247 12.645786 11.275251 0.0551 -0.2413 0.2252 0.00
H 34.998951 11.689791 10.445635 -0.0283 0.2049 -0.1642 0.00
C 31.875999 7.925348 17.100521 0.2756 0.2049 3.0724 0.00
O 31.186822 7.896826 18.142304 0.9093 -0.5874 -2.2639 0.00
N 33.237701 7.727682 17.133912 -1.6924 0.2172 -1.1004 0.00
C 33.998357 7.842648 15.887768 0.1856 -0.1828 0.3864 0.00
C 33.924994 7.328179 18.348477 0.2760 0.6136 -0.2014 0.00
H 31.458784 8.216772 16.124202 0.2432 -0.1490 -0.0828 0.00
H 34.070991 6.873797 15.393648 0.2288 -0.0658 0.0087 0.00
H 35.004448 8.196358 16.113109 0.0026 0.0160 0.0020 0.00
H 33.562123 8.542186 15.174711 -0.2388 0.0635 0.2349 0.00
H 34.549840 8.169288 18.648835 0.3523 -0.0747 0.0831 0.00
H 33.267669 7.146618 19.198801 -0.2908 -0.1892 -0.5154 0.00
H 34.554790 6.468714 18.118723 0.0113 -0.0921 0.2283 0.00
C 28.853202 16.060516 12.453886 0.1809 -0.9443 -3.0446 0.00
O 29.098821 15.391645 11.411014 -0.2300 1.3594 2.5765 0.00
N 29.449387 15.944415 13.632050 0.8223 -1.3546 0.5954 0.00
C 28.920098 16.610690 14.797686 0.0609 0.7754 0.8985 0.00
C 30.606899 15.023246 13.829607 -0.0485 0.4594 0.4430 0.00
H 28.114971 16.876725 12.421822 -0.1703 -0.1874 0.0801 0.00
H 29.551870 17.454547 15.074970 0.0051 0.1808 -0.0188 0.00
H 28.866999 15.997639 15.697373 0.3070 -0.5616 -0.2592 0.00
H 27.894183 16.970077 14.717374 0.0900 0.0408 -0.7045 0.00
H 30.449056 13.997809 13.495450 -0.3081 0.1211 -0.0587 0.00
H 31.544024 15.366225 13.391127 -0.4023 0.3284 -0.5728 0.00
H 30.844382 15.024420 14.893419 -0.3048 -0.2193 0.0597 0.00
C 32.885403 8.202434 7.846664 1.4571 -0.5744 -1.7190 0.00
O 34.027254 8.172572 7.397627 -0.6409 -0.0346 0.3836 0.00
N 32.411794 9.084491 8.697683 -1.5487 1.5075 0.8560 0.00
C 33.152176 10.185290 9.288710 0.6087 -0.7480 1.1222 0.00
C 31.089442 8.916302 9.293687 0.4067 -0.0928 0.5825 0.00
H 32.111256 7.507561 7.486036 -0.0206 -0.2494 0.1416 0.00
H 34.199815 10.270851 9.000226 -0.4402 0.0143 -0.9102 0.00
H 33.267084 9.923130 10.340450 -0.2162 0.2520 0.4318 0.00
H 32.580163 11.112677 9.259503 0.2012 0.0279 -0.3240 0.00
H 30.475368 9.816004 9.333062 0.1772 0.3012 -0.7069 0.00
H 30.532523 8.101636 8.830827 0.1264 0.0459 -0.0102 0.00
H 31.245587 8.733195 10.356792 -0.0872 -0.4918 0.2315 0.00
C 27.067615 13.499772 9.807739 -0.2416 0.9005 -1.0730 0.00
O 26.712025 13.642921 8.631481 0.2798 -0.2951 1.8026 0.00
N 27.556797 12.391554 10.368714 -0.0658 -2.5865 -1.5893 0.00
C 28.027865 12.287715 11.725276 -0.3145 -0.6581 -0.1878 0.00
C 27.377320 11.062114 9.682571 -0.1538 0.8221 -0.1230 0.00
H 27.071301 14.268158 10.596255 -0.1458 0.6071 -0.5484 0.00
H 28.905199 11.641904 11.689034 0.2535 0.1872 0.3955 0.00
H 27.237298 11.751435 12.250168 0.0075 -0.0431 0.7165 0.00
H 28.260225 13.234869 12.212119 -0.0584 -0.0073 -0.3589 0.00
H 26.683808 10.420202 10.225791 0.0627 0.0405 0.5690 0.00
H 26.902083 11.148174 8.705412 0.1730 0.6770 0.0555 0.00
H 28.299001 10.506432 9.509890 0.2483 0.2734 0.3297 0.00
C 33.033111 14.170525 10.584232 1.9843 0.8870 -0.7738 0.00
O 34.210904 14.575641 10.682489 -2.0666 -0.5172 -0.1497 0.00
N 32.295701 14.228219 9.434851 0.1849 0.4563 1.4313 0.00
C 30.968173 13.656312 9.353382 0.8492 -0.1174 0.4582 0.00
C 32.771512 14.881787 8.243877 0.4686 -0.4397 -0.2434 0.00
H 32.533703 13.717127 11.454425 -0.2778 -0.0975 -0.2917 0.00
H 30.302154 14.411061 8.935186 -0.2704 -0.4514 -0.1359 0.00
H 30.643214 13.367994 10.353061 -0.1464 0.0926 -0.0541 0.00
H 31.127125 12.750891 8.767679 -0.9296 -0.0462 -0.4351 0.00
H 33.818322 15.141867 8.400901 -0.1557 0.1443 -0.1526 0.00
H 32.678513 14.192727 7.404438 0.2638 -0.2479 -0.0940 0.00
H 32.167382 15.734005 7.932666 -0.0309 0.2998 0.4843 0.00
C 29.384350 10.668997 17.252711 0.7786 -0.6740 1.3685 0.00
O 29.533373 10.028851 18.293554 -1.0278 1.2012 -1.3910 0.00
N 28.738382 11.852430 17.101273 -0.6189 -0.4855 1.3724 0.00
C 28.925410 12.664121 15.941268 0.3760 0.4189 -0.4516 0.00
C 28.006005 12.486360 18.204439 -0.6346 0.0665 -0.1620 0.00
H 29.830100 10.348357 16.298409 0.1700 -0.1396 -0.1218 0.00
H 28.034725 12.777422 15.323246 -0.3761 0.1560 0.1644 0.00
H 29.702882 12.292034 15.274044 0.1844 -0.2524 0.2564 0.00
H 29.257001 13.635412 16.308348 -0.0506 0.2723 -0.3553 0.00
H 28.469331 13.401203 18.573894 0.3194 0.0308 -0.2080 0.00
H 27.016814 12.753990 17.832990 -0.0783 0.2854 -0.2246 0.00
H 27.772465 11.888948 19.085723 0.7031 -0.6027 -0.3633 0.00
C 35.440447 13.025473 15.598792 0.4259 -0.3717 1.6564 0.00
O 36.116010 12.803997 16.630144 -1.1339 0.6061 -2.1233 0.00
N 35.039077 14.222939 15.137475 -0.3847 -0.4323 0.0992 0.00
C 35.312804 15.483577 15.775482 -0.2966 0.1139 0.1129 0.00
C 34.175461 14.392727 13.953118 1.5444 0.1155 -0.0629 0.00
H 35.012353 12.241810 14.954720 0.2981 -0.3457 0.1510 0.00
H 35.857218 15.432285 16.718399 0.0730 -0.4426 -0.2795 0.00
H 34.322705 15.893351 15.975201 0.0763 0.5593 0.1992 0.00
H 35.829792 16.122857 15.059838 0.0860 0.2306 0.1351 0.00
H 34.846977 14.802321 13.198531 -0.3998 0.1768 -0.4183 0.00
H 33.759558 13.475594 13.535985 -0.0086 -0.0743 0.5125 0.00
H 33.421011 15.146376 14.178754 -0.1210 -0.2597 0.0263 0.00
```
Positions in Å, forces in eV/Å.

The value obtained for the largest force on an atom is 0.07062 Eh/bohr. Its net charge is 0. The total energy comes out at -91900.90035 eV. The HOMO energy (spin up / spin down) comes out at -7.62 / -7.62 eV. As for the expectation value of S²: 0.75. The calculation puts the molar mass at 914.693 g/mol. As for the multiplicity: 2.


Entry 3:
Here is a structure of composition C9H26N2O7Sc at a distorted geometry from OMol25. Energies are from the ωB97M-V functional and the def2-TZVPD basis.

Geometry as XYZ:
```
45
Properties=species:S:1:pos:R:3:forces:R:3:lowdin_charge:R:1
O -0.546801 -2.483634 -2.407649 0.5499 -0.6083 -2.8984 -0.28
H -0.477199 -3.087763 -3.166018 0.1523 0.2041 0.2891 0.06
Sc -0.023997 -0.223575 -0.263912 -0.7219 -2.2203 -1.2475 1.04
N 1.064242 1.604450 -0.633082 0.2615 3.7062 -0.4939 -0.03
N -1.001227 1.555292 0.842162 -0.7731 3.0536 0.4473 0.00
O 2.204760 1.636448 -1.467542 -1.4140 -0.4248 0.8008 -0.01
O -2.060658 1.634655 1.799992 1.2043 0.2255 -0.9611 -0.01
C 0.553680 2.807080 -0.353786 2.8490 -2.7413 -1.5855 -0.22
C -0.585564 2.782758 0.509311 -2.4018 -2.7530 2.0036 -0.22
C 1.184092 4.035527 -0.872517 -0.0573 0.3547 -0.2309 0.02
C -1.228720 4.014913 1.040704 0.1329 0.3667 0.1268 0.02
H 1.851294 3.757296 -1.692771 -0.1517 0.2626 0.2174 0.09
H 1.771427 4.517410 -0.079976 -0.0978 0.0007 -0.1720 0.12
H 0.420992 4.737304 -1.226835 0.1747 -0.0361 0.1368 0.11
H -1.839442 3.797276 1.927011 0.2933 0.1588 -0.4562 0.09
H -1.869091 4.468970 0.265967 0.1839 -0.1646 0.2135 0.12
H -0.445933 4.745208 1.291281 -0.2866 -0.1155 -0.0649 0.10
H 2.031274 0.801553 -1.969019 0.2415 0.1401 0.2037 0.08
H -2.538194 0.803755 1.759360 0.0074 -0.4740 -0.2598 0.08
O 1.104345 0.109072 2.009190 0.4001 0.6775 0.2123 -0.05
H 2.073318 0.217410 2.104543 -0.7252 -0.1045 -0.0249 0.09
H 0.708927 0.894438 2.438369 0.3896 -0.5497 -0.1776 0.07
C -1.726146 -0.507693 -1.615312 -0.8267 0.6862 0.8414 -0.19
H -1.998789 -1.172792 -2.447678 0.5161 0.3757 0.6856 0.03
H -1.680824 0.485632 -2.062520 -0.1529 0.7489 0.0423 0.00
H -2.576863 -0.558436 -0.944584 -0.7312 0.3361 0.4602 -0.01
O 0.741038 -0.463741 -2.325483 2.4000 0.8280 -2.2791 -0.27
H 0.218127 -1.484243 -2.477626 -1.1251 -1.0968 -0.0771 -0.01
H 1.180709 -0.348703 -3.235890 -1.1223 -0.0876 2.1026 0.13
C 2.723604 -2.103392 0.133389 -0.3643 -0.1449 -0.0506 -0.03
O 1.314503 -1.957196 -0.091867 0.6326 0.6589 0.5088 -0.32
C 0.490468 -3.123407 -0.208355 -0.8207 -0.5804 -1.2393 -0.19
C -0.647437 -3.094562 0.779570 -0.1629 -0.2236 1.1860 -0.13
O -0.988925 -1.720794 1.165105 0.3941 -0.3594 -0.0141 -0.30
C -1.791341 -1.625502 2.358947 0.2439 -0.2729 -0.6731 -0.04
H 3.114858 -2.968074 -0.434107 -0.1935 0.4690 0.2596 0.11
H 2.909303 -2.231563 1.205842 0.0899 -0.1077 -0.1520 0.10
H 3.193231 -1.179195 -0.218675 0.0273 -0.2206 0.0229 0.09
H -0.047913 -2.991551 -1.285008 1.2308 -0.7408 1.4864 0.03
H 1.087630 -4.044801 -0.151447 -0.1915 0.3281 0.2600 0.14
H -0.357648 -3.650642 1.674190 -0.3102 0.2621 0.4080 0.12
H -1.553005 -3.556483 0.360490 0.3083 0.0544 -0.0601 0.15
H -2.829504 -1.429921 2.083487 -0.0583 -0.0647 0.0299 0.10
H -1.731507 -2.566407 2.901213 -0.0828 0.0441 0.0808 0.10
H -1.395094 -0.832376 2.981537 0.0883 0.1492 0.0923 0.09
```
Positions in Å, forces in eV/Å.

The value obtained for the largest force on an atom is 0.08284 Eh/bohr. Its net charge is +1. The total energy comes out at -47757.74794 eV. The HOMO energy comes out at -10.32 eV. The calculation puts the molar mass at 319.270 g/mol. As for the multiplicity: 1.


Entry 4:
Here is an isolated molecule of C2H3NO2S at a distorted geometry from OMol25. Energies are from the ωB97M-V functional and the def2-TZVPD basis.

Geometry as XYZ:
```
9
Properties=species:S:1:pos:R:3:forces:R:3:lowdin_charge:R:1
C -0.461337 0.803526 0.963906 -0.3138 1.3349 -0.2978 -0.33
C -0.030116 -1.288431 -0.068085 0.5299 -1.3573 -2.4685 -0.40
H 1.993716 0.822129 -1.387111 1.3280 -0.3939 0.8630 -0.16
H -0.176095 1.863550 0.781968 -0.2022 -0.0902 0.6203 0.11
H 0.091210 -1.722361 -1.078774 0.0389 -0.1708 0.0138 0.12
N 0.014908 0.082701 -0.162681 0.4088 0.7517 0.9987 -0.41
O -1.142638 0.382770 1.857914 0.8049 0.2851 -0.8313 0.10
O -0.151502 -1.950965 0.900422 -0.2109 -0.3761 1.2137 0.11
S 0.705541 0.869548 -1.538683 -2.3836 0.0165 -0.1119 0.86
```
Positions in Å, forces in eV/Å.

As for the SMILES: O=CN(S)C=O. The value obtained for the largest force on an atom is 0.05574 Eh/bohr. Its net charge is 0. The total energy comes out at -18541.90026 eV. The HOMO energy comes out at -10.10 eV. The calculation puts the molar mass at 105.118 g/mol. As for the multiplicity: 1.